Record 1
# C6H8NS

The ion C6H8NS with charge +1 in a non-equilibrium geometry (ωB97M-V/def2-TZVPD, the Open Molecules 2025 dataset).

Values from the calculation:
LUMO: -3.35 eV
multiplicity: 1
molecular weight: 126.20 g/mol
charge: +1
SMILES: c1csc([C@@H]2C[NH2+]2)c1
energy above the lowest of the compared OMol25 structures with the same formula, charge and spin: 0.808 eV
frontier orbital gap: 9.4 eV

Cartesian coordinates (Å):
C1 2.03928 -1.35830 0.01277
C2 2.88793 -0.27595 0.02783
S1 1.97947 1.20943 -0.00313
C3 0.45722 0.33994 0.02392
C4 -0.87432 1.03997 0.07684
C5 -2.03068 0.50873 0.79096
N1 -2.00566 0.42081 -0.68014
C6 0.69345 -1.04443 -0.02291
H1 2.54213 -2.26401 -0.01075
H2 3.91436 -0.17083 -0.06927
H3 -0.58888 2.16521 0.00155
H4 -1.95885 -0.53128 1.20132
H5 -2.74909 0.99350 1.34254
H6 -1.75913 -0.32414 -1.31544
H7 -2.53906 1.05237 -1.25558
H8 -0.00816 -1.76102 -0.12051

Record 2
# C30H25ClInO3P

A structure of composition C30H25ClInO3P in a non-equilibrium geometry (ωB97M-V/def2-TZVPD, the Open Molecules 2025 dataset).

Values from the calculation:
LUMO (spin up / spin down): -2.59 / -2.59 eV
multiplicity: 1
molecular weight: 614.77 g/mol
energy above the lowest of the compared OMol25 structures with the same formula, charge and spin: 2.464 eV
frontier orbital gap (spin up / spin down): 4.9 / 4.9 eV

Cartesian coordinates (Å):
C1 -0.03133 2.44211 2.15401
C2 1.05294 2.52935 1.26076
C3 0.58693 3.10284 0.03574
H1 2.08184 2.24961 1.47592
C4 -0.77998 3.41391 0.18780
C5 -1.19075 3.00276 1.50586
H2 -2.10947 3.30614 2.02737
H3 -0.02792 2.05210 3.16964
H4 1.19368 3.29607 -0.84994
H5 -1.43238 3.91012 -0.53920
In1 -3.01962 1.25252 0.65632
Cl1 -2.86387 0.69923 -1.64906
P1 1.21559 -0.50790 -1.34071
C6 1.53921 0.55882 -2.76661
C7 2.81310 0.71845 -3.33230
H6 3.66428 0.17125 -2.92315
C8 2.98739 1.57403 -4.41905
H7 3.98001 1.69191 -4.85394
C9 1.89607 2.27290 -4.94847
H8 2.03861 2.94607 -5.79116
C10 0.61910 2.10123 -4.39786
H9 -0.23843 2.62546 -4.82451
C11 0.43768 1.26411 -3.30478
H10 -0.55033 1.13520 -2.85375
C12 2.82885 -0.80610 -0.57591
C13 3.62353 0.30195 -0.20334
H11 3.34556 1.30746 -0.53137
C14 4.76553 0.11037 0.57280
H12 5.36462 0.97284 0.86838
C15 5.13878 -1.18295 0.96832
H13 6.02641 -1.32799 1.58331
C16 4.37495 -2.28515 0.56718
H14 4.67677 -3.29636 0.85154
C17 3.22136 -2.10501 -0.19193
H15 2.62300 -2.96134 -0.50821
C18 0.67045 -2.09341 -2.03794
C19 1.08219 -2.56026 -3.29562
H16 1.79088 -1.98353 -3.88893
C20 0.57680 -3.76993 -3.78031
H17 0.90183 -4.13701 -4.75472
C21 -0.34693 -4.50165 -3.02284
H18 -0.73949 -5.44511 -3.40987
C22 -0.77190 -4.02563 -1.77606
H19 -1.50259 -4.58695 -1.19218
C23 -0.26520 -2.82946 -1.27605
H20 -0.58630 -2.44725 -0.30668
O1 -4.86191 0.07247 1.92782
C24 -4.64783 0.08056 3.29599
C25 -5.73371 0.44160 4.09922
C26 -5.50489 0.66248 5.45772
C27 -4.22207 0.48714 5.99742
C28 -3.16525 0.05986 5.18780
C29 -3.36580 -0.18216 3.82057
C30 -2.18213 -0.37844 2.89900
O2 -1.04288 -0.27430 3.33800
O3 -2.48119 -0.64774 1.62346
H21 -4.20647 -0.61289 1.63271
H22 -6.71551 0.57156 3.64056
H23 -6.33074 0.98077 6.09181
H24 -4.03750 0.68332 7.05974
H25 -2.16357 -0.10007 5.58972